(one)
13
Properties=species:S:1:pos:R:3 method="wB97M-V/def2-TZVPD" total_charge=0 homo_energy_ev=-9.237 e_lumo_ev=0.643 orbital_gap_ha=0.3631
C -1.396 -0.379 0.518
C 0.009 0.364 0.369
C 1.343 -0.289 -0.108
H -1.279 -1.310 1.168
H -2.075 0.284 1.050
H -1.544 -0.990 -0.306
H 0.288 0.922 1.300
H -1.378 0.944 -1.457
H 0.895 1.195 -1.420
H 1.288 -0.858 -1.029
H 2.138 0.481 -0.247
N -0.215 1.311 -0.809
Cl 1.927 -1.675 0.972


(two)
13
Properties=species:S:1:pos:R:3 method="wB97M-V/def2-TZVPD" total_charge=0 homo_energy_ev=-8.831 e_lumo_ev=0.236 orbital_gap_ha=0.3332
C -0.730 0.911 0.692
C 1.265 -0.002 -0.645
C -0.203 -0.148 -0.203
N -0.563 -1.390 0.148
Cl -1.544 0.086 -2.258
H -0.860 1.873 0.045
H -1.617 0.767 1.268
H -0.126 1.090 1.507
H 1.522 -0.998 -0.927
H 1.882 0.335 0.277
H 1.148 0.629 -1.470
H -1.354 -1.581 0.683
H -0.094 -2.246 -0.105


(three)
13
Properties=species:S:1:pos:R:3 method="wB97M-V/def2-TZVPD" total_charge=0 homo_energy_ev=-8.492 e_lumo_ev=0.475 orbital_gap_ha=0.3295
C -1.418 -0.808 -0.732
C 0.427 0.565 -0.334
C 1.377 0.805 0.804
H -1.496 0.156 -1.753
H -1.209 -2.368 -1.076
H -2.381 -0.672 0.337
H -0.500 -1.097 0.883
H -0.202 1.235 -0.961
H 0.988 -0.349 -0.950
H 2.262 1.127 0.433
H 1.906 -0.224 0.981
N -0.606 -0.131 0.295
Cl 0.851 1.761 2.073


Most stable one: (two), least stable one: (three).


(one)
8
Properties=species:S:1:pos:R:3 method="wB97M-V/def2-TZVPD" total_charge=-1 smiles="COC(=O)[O-]" homo_energy_ev=-3.513 e_lumo_ev=4.207 orbital_gap_ha=0.2837
C -1.255 -0.136 0.044
C 1.039 0.120 -0.002
O -2.553 0.582 0.028
O -1.023 -1.349 0.072
O -0.222 0.750 0.014
H 1.490 0.166 -0.989
H 0.792 -0.944 0.306
H 1.732 0.809 0.528


(two)
8
Properties=species:S:1:pos:R:3 method="wB97M-V/def2-TZVPD" total_charge=-1 homo_energy_ev=-2.643 e_lumo_ev=4.139 orbital_gap_ha=0.2492
C 0.917 -0.516 -1.418
C -0.549 0.378 0.922
O 1.416 0.080 -2.246
O 0.721 -1.453 -0.771
O -0.193 1.083 -0.153
H -1.562 -0.202 0.599
H -0.851 1.112 1.790
H 0.101 -0.481 1.277


Most stable one: (one), least stable one: (two).


(one)
16
Properties=species:S:1:pos:R:3 method="wB97M-V/def2-TZVPD" total_charge=+1 homo_energy_ev=-13.291 e_lumo_ev=-5.175 orbital_gap_ha=0.2983
C -1.636 -0.938 -0.086
C 2.625 -0.635 0.004
C -1.041 0.431 -0.078
N 0.261 0.474 -0.045
N -1.845 1.490 -0.080
O 0.881 1.736 -0.053
O 2.993 0.571 0.000
H -2.645 -0.929 0.316
H -1.673 -1.311 -1.109
H -1.023 -1.622 0.495
H 2.674 -1.149 0.956
H 2.298 -1.170 -0.879
H 0.818 2.125 0.834
H -2.840 1.359 -0.173
H -1.479 2.421 -0.200
H 2.856 1.073 -0.831


(two)
16
Properties=species:S:1:pos:R:3 method="wB97M-V/def2-TZVPD" total_charge=+1 homo_energy_ev=-15.507 e_lumo_ev=-4.172 orbital_gap_ha=0.4165
C 1.218 0.188 0.022
C -1.008 -0.899 1.023
C -0.322 -0.298 -0.103
N 1.516 1.408 0.029
N -0.579 -0.567 -1.342
O 1.991 -0.824 0.313
O -1.090 1.604 0.057
H -1.721 -0.284 1.707
H -0.112 -1.154 1.817
H -1.511 -1.855 0.698
H -1.185 2.322 -0.524
H 2.552 1.561 -0.178
H -0.016 -0.223 -2.118
H -1.416 -0.931 -1.705
H 1.779 -1.814 0.116
H -0.094 1.766 0.189


(three)
16
Properties=species:S:1:pos:R:3 method="wB97M-V/def2-TZVPD" total_charge=+1 smiles="NC(=O)[C@H]([NH3+])CO" homo_energy_ev=-14.632 e_lumo_ev=-3.613 orbital_gap_ha=0.4049
N -1.141 -1.301 -0.083
C 0.210 -0.719 0.020
C 0.609 -0.367 1.452
O -0.254 0.537 2.029
C 0.176 0.415 -1.080
N 1.083 1.404 -0.889
O -0.547 0.249 -2.030
H -1.671 -0.816 0.664
H -1.610 -1.242 -1.022
H -1.199 -2.310 0.157
H 0.955 -1.381 -0.448
H 0.788 -1.324 1.983
H 1.631 0.020 1.470
H -0.570 0.374 2.928
H 1.103 2.230 -1.504
H 1.313 1.531 0.089


Most stable one: (three), least stable one: (one).


(one)
14
Properties=species:S:1:pos:R:3 method="wB97M-V/def2-TZVPD" total_charge=+1 homo_energy_ev="-12.056 / -12.055" e_lumo_ev="-4.683 / -4.684" orbital_gap_ha="0.2709 / 0.2709"
C 0.265 1.933 -0.774
C -0.603 2.589 0.178
C 0.841 0.765 -0.548
N 1.247 -0.397 -0.494
N -0.382 -2.515 0.122
S -1.335 1.916 1.523
S -0.941 0.048 1.638
H 0.506 2.488 -1.708
H -0.671 3.678 0.165
H 2.169 -0.621 -0.215
H 0.291 -1.796 -0.323
H -0.781 -2.133 0.968
H 0.295 -3.266 0.190
H -0.899 -2.689 -0.723


(two)
14
Properties=species:S:1:pos:R:3 method="wB97M-V/def2-TZVPD" total_charge=+1 homo_energy_ev="-11.332 / -11.419" e_lumo_ev="-4.726 / -4.731" orbital_gap_ha="0.2428 / 0.2458"
C -0.798 -1.065 0.160
C -2.104 1.010 -0.470
C 1.458 0.023 0.070
N 0.570 -1.016 0.005
N -1.890 -0.166 0.012
S 0.933 1.641 0.106
S 3.135 -0.026 -0.269
H -1.074 -1.913 0.811
H -1.324 1.670 -0.811
H -3.130 1.426 -0.422
H 0.886 -1.953 0.055
H -2.511 -0.497 0.717
H 2.266 2.125 -0.014
H 3.583 -1.260 0.050


Most stable one: (one), least stable one: (two).


(one)
9
Properties=species:S:1:pos:R:3 method="wB97M-V/def2-TZVPD" total_charge=0 homo_energy_ev=-9.589 e_lumo_ev=0.593 orbital_gap_ha=0.3742
C -0.205 -0.794 -0.216
C 0.090 0.676 -0.709
C 0.268 0.277 0.789
H -1.026 1.019 -0.975
H 0.934 0.894 -1.328
H 1.161 0.100 1.272
H -0.465 0.731 1.330
Cl 1.228 -1.648 -0.121
Cl -1.984 -1.254 -0.042


(two)
9
Properties=species:S:1:pos:R:3 method="wB97M-V/def2-TZVPD" total_charge=0 smiles=Cl[C@@H]1C[C@H]1Cl homo_energy_ev=-10.365 e_lumo_ev=0.590 orbital_gap_ha=0.4026
C -0.003 -0.656 -0.133
C -0.154 -0.972 1.347
C -0.115 0.446 0.734
H 0.945 -0.698 -0.607
H -1.213 -1.078 1.548
H 0.722 -0.800 2.272
H -1.014 1.182 0.703
Cl -1.126 -1.197 -1.395
Cl 1.255 1.696 0.478


Most stable one: (two), least stable one: (one).


(one)
53
Properties=species:S:1:pos:R:3 method="wB97M-V/def2-TZVPD" total_charge=+1 homo_energy_ev=-11.549 e_lumo_ev=-4.526 orbital_gap_ha=0.2581
Al -0.338 -1.377 0.024
Cl -1.104 -7.653 -1.979
C -0.487 -6.084 -1.610
C 0.830 -5.798 -1.820
C 1.369 -4.519 -1.522
I 3.373 -4.151 -1.850
C 0.564 -3.536 -1.019
O 0.961 -2.290 -0.700
C -0.808 -3.835 -0.813
N -1.567 -2.808 -0.300
C -2.849 -3.012 -0.032
C -3.465 -4.239 -0.270
C -2.726 -5.273 -0.795
C -1.361 -5.094 -1.083
H 1.480 -6.564 -2.218
H -3.402 -2.181 0.387
H -4.512 -4.358 -0.035
H -3.184 -6.235 -0.983
F 2.934 2.378 3.541
C 2.100 2.756 2.595
C 2.457 3.714 1.728
F 3.638 4.306 1.855
C 1.593 4.131 0.646
C 0.237 3.432 0.510
C -0.069 2.507 1.654
F -1.303 1.991 1.584
C 0.809 2.065 2.558
C 0.588 0.837 3.335
C 0.071 -0.155 2.581
N -0.329 -0.943 1.796
C 0.941 0.635 4.696
N 1.225 0.475 5.798
F -0.740 4.407 0.470
C 1.914 5.118 -0.224
C 3.133 5.874 -0.191
N 4.076 6.528 -0.200
C 1.026 5.472 -1.300
N 0.336 5.696 -2.190
C -2.877 0.397 -1.374
C -1.600 1.120 -1.168
C -1.296 2.409 -1.257
C 0.124 2.607 -0.840
C 0.572 1.190 -0.609
C 1.966 0.764 -0.334
N -0.432 0.374 -0.730
H -3.601 1.049 -1.857
H -3.305 0.093 -0.414
H -2.753 -0.487 -2.003
H -1.956 3.211 -1.540
H 0.734 3.088 -1.608
H 2.532 1.553 0.155
H 2.442 0.566 -1.300
H 2.038 -0.151 0.254


(two)
53
Properties=species:S:1:pos:R:3 method="wB97M-V/def2-TZVPD" total_charge=+1 homo_energy_ev="-10.349 / -10.349" e_lumo_ev="-6.511 / -6.512" orbital_gap_ha="0.1410 / 0.1410"
Al -0.860 0.784 0.613
Cl -0.875 5.847 4.961
C -0.911 4.296 4.210
C -0.951 3.166 4.973
C -0.974 1.880 4.382
I -0.934 0.187 5.583
C -0.990 1.737 3.019
O -1.031 0.578 2.359
C -0.915 2.919 2.232
N -0.846 2.709 0.879
C -0.747 3.750 0.065
C -0.725 5.059 0.545
C -0.791 5.288 1.898
C -0.877 4.204 2.792
H -0.952 3.254 6.052
H -0.684 3.542 -0.994
H -0.653 5.876 -0.158
H -0.770 6.297 2.288
F 4.305 -2.084 3.996
C 3.726 -0.944 4.324
C 3.719 -0.546 5.610
F 4.293 -1.304 6.516
C 3.047 0.666 6.048
C 2.543 1.500 4.970
C 2.534 1.085 3.697
F 2.077 1.908 2.754
C 3.037 -0.206 3.293
C 2.856 -0.702 2.022
C 1.908 -0.088 1.166
N 1.044 0.348 0.548
C 3.408 -1.916 1.504
N 3.851 -2.855 1.016
F 2.099 2.706 5.251
C 2.839 0.968 7.357
C 3.321 0.172 8.446
N 3.695 -0.407 9.364
C 2.043 2.085 7.776
N 1.411 2.980 8.119
C -0.998 -2.236 0.218
C -1.855 -1.420 -0.696
C -2.737 -1.808 -1.655
C -3.274 -0.626 -2.246
C -2.705 0.446 -1.630
C -2.932 1.899 -1.877
N -1.814 -0.019 -0.663
H -1.398 -3.244 0.304
H -0.980 -1.834 1.240
H 0.030 -2.325 -0.143
H -2.983 -2.826 -1.908
H -4.006 -0.574 -3.036
H -3.731 2.019 -2.605
H -2.049 2.389 -2.299
H -3.234 2.437 -0.974


Most stable one: (one), least stable one: (two).